Entry 1:
Formula: C5H6F3N2P
Source: OMol25
Level of theory: ωB97M-V/def2-TZVPD

Output
Structure (SMILES): Cn1ccnc1PC(F)(F)F
Energy above the lowest of the compared OMol25 structures with the same formula, charge and spin (kcal/mol): 0.0
Electronic energy (eV): -25702.7976

Last columns: bonded neighbours and bond lengths (Å).
Element x y z (Å)
1 F 2.896 -1.113 0.751  C4 1.349
2 F 4.764 -0.234 0.117  C4 1.342
3 H -2.081 0.349 0.885  C6 1.070
4 C 3.458 0.023 0.286  F1 1.349, F2 1.342, F13 1.334, P15 1.893
5 C -0.746 2.097 0.538  C6 1.367, N8 1.360, H17 1.070
6 C -1.184 0.802 0.517  H3 1.070, C5 1.367, N11 1.369
7 H 0.753 -1.772 -0.178  C14 1.090
8 N 0.477 2.181 -0.052  C5 1.360, C10 1.298
9 H 3.041 1.858 -1.179  P15 1.396
10 C 0.751 0.963 -0.405  N8 1.298, N11 1.345, P15 2.166
11 N -0.206 0.069 -0.101  C6 1.369, C10 1.345, C14 1.434
12 H -0.966 -1.821 0.257  C14 1.089
13 F 3.366 0.928 1.262  C4 1.334
14 C -0.226 -1.337 -0.379  H7 1.090, N11 1.434, H12 1.089, H16 1.094
15 P 2.651 0.529 -1.349  C4 1.893, H9 1.396, C10 2.166
16 H -0.484 -1.520 -1.426  C14 1.094
17 H -1.213 2.972 0.940  C5 1.070


Entry 2:
Formula: C31H86N7O9
Source: OMol25
Level of theory: ωB97M-V/def2-TZVPD

Output
Energy above the lowest of the compared OMol25 structures with the same formula, charge and spin (kcal/mol): 53.1
Electronic energy (eV): -62392.5795
Net charge: -1

Last columns: bonded neighbours and bond lengths (Å).
Element x y z (Å)
1 H 3.056 5.632 -3.322  C59 1.094
2 C -0.119 0.143 -0.798  H24 1.108, H40 1.112, O61 1.376, H80 1.115
3 H -4.327 -4.563 -0.675  C18 1.091
4 N 3.213 0.910 -2.175  H86 1.029, H89 1.014, C101 1.460
5 H -4.334 -1.295 4.692  C109 1.101
6 O 0.042 4.920 -0.650  C34 1.432, C81 1.408
7 H 3.668 -5.538 2.381  C51 1.100
8 O 0.716 -4.316 -1.144  C46 1.410, C105 1.405
9 H 2.317 0.772 3.015  N72 1.011
10 C -4.379 -1.184 -3.593  C25 1.545, C108 1.499, H131 1.097, N132 1.476
11 H -3.918 -0.102 0.070  N13 1.017
12 H -5.732 1.273 1.861  C43 1.095
13 N -3.544 0.356 0.897  H11 1.017, H57 1.016, C87 1.465
14 H 0.304 -2.699 -3.463  C128 1.088
15 H -1.017 -0.097 7.418  C115 1.092
16 H 4.309 3.670 2.209  C64 1.092
17 H 5.953 -1.954 3.709  C65 1.096
18 C -5.008 -4.106 -1.395  H3 1.091, O100 1.400, H126 1.098, H133 1.092
19 H -1.801 8.507 -1.416  C78 1.097
20 O -5.024 -2.280 3.069  C67 1.437, C109 1.395
21 H 3.240 -6.017 0.746  C51 1.089
22 H -5.740 -1.443 -1.928  C25 1.101
23 H 2.951 1.745 0.275  C36 1.091
24 H -0.348 0.286 -1.873  C2 1.108
25 C -5.199 -2.084 -2.641  C10 1.545, H22 1.101, O100 1.412, H118 1.094
26 H 1.703 3.031 -2.252  C94 1.099
27 H -0.172 0.943 6.362  C115 1.097
28 C 1.184 -0.840 5.021  H44 1.097, O63 1.403, H111 1.097, C124 1.531
29 H 4.064 0.003 1.308  N30 1.018
30 N 3.891 -0.985 1.126  H29 1.018, H41 1.019, C97 1.465
31 H -1.037 -4.535 -2.202  C46 1.097
32 N -1.545 6.235 -2.655  C33 1.462, H54 1.012, H104 1.013
33 C -0.486 6.861 -1.865  N32 1.462, C34 1.513, C78 1.541, H106 1.090
34 C -0.443 6.256 -0.479  O6 1.432, C33 1.513, H79 1.099, H99 1.095
35 H -4.560 -2.124 1.148  C67 1.095
36 C 3.482 2.663 0.531  H23 1.091, C64 1.498, H127 1.086, H129 1.098
37 H -3.166 -2.214 2.155  C67 1.093
38 H 5.653 -2.084 1.274  C97 1.095
39 H 2.607 2.844 2.482  C64 1.091
40 H -0.271 1.083 -0.223  C2 1.112
41 H 2.980 -1.021 1.580  N30 1.019
42 H 3.092 -3.029 2.725  C119 1.095
43 C -5.733 0.179 1.817  H12 1.095, C87 1.507, H96 1.088, H116 1.091
44 H 2.080 -0.280 5.319  C28 1.097
45 C -0.338 -4.188 -4.830  H73 1.097, H74 1.093, H103 1.096, C128 1.547
46 C 0.047 -4.581 -2.357  O8 1.410, H31 1.097, H83 1.103, C128 1.510
47 H -0.983 -1.852 3.577  C95 1.090
48 H 4.048 5.754 -1.825  C59 1.092
49 H -1.118 -4.439 -0.045  C105 1.094
50 H -0.070 -5.817 0.100  C105 1.099
51 C 3.144 -5.211 1.471  H7 1.100, H21 1.089, H56 1.097, O84 1.403
52 H -0.632 -1.117 1.973  C95 1.094
53 H 2.122 -3.506 -4.675  N91 1.011
54 H -2.398 6.189 -2.112  N32 1.012
55 H 4.430 1.857 3.524  O90 0.962
56 H 2.103 -5.272 1.814  C51 1.097
57 H -2.550 0.146 0.863  N13 1.016
58 H -2.483 -1.472 -2.675  C108 1.096
59 C 3.255 5.204 -2.336  H1 1.094, H48 1.092, O77 1.406, H113 1.097
60 H -3.172 -0.120 -2.099  C108 1.098
61 O 1.160 -0.349 -0.680  C2 1.376
62 H 0.428 -4.354 0.845  C105 1.088
63 O 0.236 -1.057 6.033  C28 1.403, C115 1.392
64 C 3.591 2.872 2.010  H16 1.092, C36 1.498, H39 1.091, O90 1.472
65 C 5.258 -1.270 3.208  H17 1.096, H92 1.091, H93 1.091, C97 1.532
66 H -0.817 8.903 -2.816  C78 1.085
67 C -4.142 -1.727 2.078  O20 1.437, H35 1.095, H37 1.093, C87 1.553
68 H -5.081 -2.833 5.081  C109 1.090
69 H 4.753 -3.756 2.855  C119 1.096
70 H -2.467 -0.018 -3.701  C108 1.087
71 H 0.092 0.540 3.775  C124 1.098
72 N 1.800 -0.073 2.815  H9 1.011, C124 1.478, H125 1.024
73 H -1.422 -4.332 -4.746  C45 1.097
74 H -0.003 -5.051 -5.412  C45 1.093
75 H 0.666 0.149 7.704  C115 1.096
76 H 2.079 1.463 -5.353  C122 1.095
77 O 3.600 3.842 -2.386  C59 1.406, C94 1.408
78 C -0.813 8.367 -1.872  H19 1.097, C33 1.541, H66 1.085, H123 1.097
79 H 0.222 6.860 0.154  C34 1.099
80 H -0.852 -0.568 -0.352  C2 1.115
81 C 0.138 4.289 0.606  O6 1.408, H85 1.099, H88 1.090, H107 1.099
82 H 1.102 0.791 -3.904  C122 1.090
83 H 0.250 -5.639 -2.593  C46 1.103
84 O 3.640 -3.954 1.093  C51 1.403, C119 1.437
85 H 0.935 4.614 1.290  C81 1.099
86 H 2.282 0.922 -1.738  N4 1.029
87 C -4.286 -0.181 2.041  N13 1.465, C43 1.507, C67 1.553, H112 1.091
88 H 0.247 3.233 0.358  C81 1.090
89 H 3.803 1.484 -1.583  N4 1.014
90 O 4.265 1.699 2.589  H55 0.962, C64 1.472
91 N 1.852 -4.075 -3.884  H53 1.011, H121 1.009, C128 1.470
92 H 4.427 -1.050 3.880  C65 1.091
93 H 5.838 -0.365 3.022  C65 1.091
94 C 2.553 3.087 -2.947  H26 1.099, O77 1.408, C101 1.553, H130 1.105
95 C -0.210 -1.433 2.932  H47 1.090, H52 1.094, H102 1.096, C124 1.513
96 H -6.417 -0.162 2.592  C43 1.088
97 C 4.771 -1.875 1.888  N30 1.465, H38 1.095, C65 1.532, C119 1.529
98 H -3.467 -2.806 4.332  C109 1.097
99 H -1.409 6.159 0.027  C34 1.095
100 O -4.369 -2.989 -1.946  C18 1.400, C25 1.412
101 C 3.096 1.703 -3.395  N4 1.460, C94 1.553, H117 1.091, C122 1.525
102 H 0.418 -2.240 2.538  C95 1.096
103 H -0.154 -3.377 -5.543  C45 1.096
104 H -1.315 5.281 -2.908  N32 1.013
105 C -0.064 -4.728 -0.051  O8 1.405, H49 1.094, H50 1.099, H62 1.088
106 H 0.491 6.770 -2.341  C33 1.090
107 H -0.726 4.457 1.263  C81 1.099
108 C -3.087 -0.643 -3.061  C10 1.499, H58 1.096, H60 1.098, H70 1.087
109 C -4.456 -2.332 4.342  H5 1.101, O20 1.395, H68 1.090, H98 1.097
110 H 2.421 0.081 -4.621  C122 1.101
111 H 1.656 -1.823 4.897  C28 1.097
112 H -3.919 0.294 2.951  C87 1.091
113 H 2.373 5.366 -1.703  C59 1.097
114 H -4.615 0.245 -4.986  N132 1.011
115 C -0.061 -0.008 6.899  H15 1.092, H27 1.097, O63 1.392, H75 1.096
116 H -6.104 -0.065 0.821  C43 1.091
117 H 4.022 1.856 -3.953  C101 1.091
118 H -6.011 -2.618 -3.143  C25 1.094
119 C 4.057 -3.182 2.232  H42 1.095, H69 1.096, O84 1.437, C97 1.529
120 H -5.465 0.546 -3.605  N132 1.015
121 H 2.026 -5.050 -4.079  N91 1.009
122 C 2.064 1.080 -4.328  H76 1.095, H82 1.090, C101 1.525, H110 1.101
123 H -0.207 8.914 -1.139  C78 1.097
124 C 0.633 -0.408 3.659  C28 1.531, H71 1.098, N72 1.478, C95 1.513
125 H 1.514 -0.071 1.832  N72 1.024
126 H -5.825 -3.776 -0.739  C18 1.098
127 H 4.382 2.843 -0.050  C36 1.086
128 C 0.450 -3.772 -3.566  H14 1.088, C45 1.547, C46 1.510, N91 1.470
129 H 2.799 3.486 0.282  C36 1.098
130 H 2.075 3.610 -3.794  C94 1.105
131 H -4.164 -1.877 -4.416  C10 1.097
132 N -5.203 -0.169 -4.276  C10 1.476, H114 1.011, H120 1.015
133 H -5.338 -4.847 -2.126  C18 1.092


Entry 3:
Formula: C3H5ClO2
Source: OMol25
Level of theory: ωB97M-V/def2-TZVPD

Output
Structure (SMILES): O[C@@]1(CCl)CO1
Energy above the lowest of the compared OMol25 structures with the same formula, charge and spin (kcal/mol): 53.5
Electronic energy (eV): -19807.5141

Last columns: bonded neighbours and bond lengths (Å).
Element x y z (Å)
1 O -0.128 1.512 0.635  C2 1.300, H5 0.953
2 C -0.153 0.273 0.242  O1 1.300, C4 1.616, C7 1.521, O8 1.366
3 H -1.313 0.409 -1.653  C4 1.047
4 C -0.398 0.012 -1.334  C2 1.616, H3 1.047, H10 1.041, Cl11 1.796
5 H -0.767 1.641 1.330  O1 0.953
6 H 1.125 -1.684 0.675  C7 1.116
7 C 0.658 -0.738 1.039  C2 1.521, H6 1.116, O8 1.380, H9 1.126
8 O -0.720 -0.732 0.972  C2 1.366, C7 1.380
9 H 1.158 -0.519 2.023  C7 1.126
10 H -0.330 -0.990 -1.609  C4 1.041
11 Cl 0.867 0.816 -2.322  C4 1.796


Entry 4:
Formula: C5H14
Source: OMol25
Level of theory: ωB97M-V/def2-TZVPD

Output
Energy above the lowest of the compared OMol25 structures with the same formula, charge and spin (kcal/mol): 29.4
2S+1: 2
Electronic energy (eV): -5399.8322
Net charge: +1

Last columns: bonded neighbours and bond lengths (Å).
Element x y z (Å)
1 H 1.309 1.242 -0.047  C7 1.125
2 H -0.625 0.269 2.066  C6 1.127
3 H 1.095 2.462 -2.742  C5 1.042
4 H -1.565 -2.558 -0.292  C12 1.096
5 C 0.832 1.659 -2.132  H3 1.042, C7 1.518, H8 1.126, H15 1.157
6 C 0.122 -0.509 1.740  H2 1.127, H10 1.123, H11 1.083, C17 1.472
7 C 0.575 1.848 -0.649  H1 1.125, C5 1.518, H14 1.102, H18 1.071
8 H 0.084 0.953 -2.591  C5 1.126
9 H -1.544 -2.465 1.552  C12 1.094
10 H 1.007 0.177 1.649  C6 1.123
11 H 0.250 -1.136 2.613  C6 1.083
12 C -1.446 -1.933 0.601  H4 1.096, H9 1.094, H13 1.096, C17 1.562
13 H -2.334 -1.332 0.829  C12 1.096
14 H -0.387 1.612 -0.166  C7 1.102
15 H 1.550 0.775 -2.333  C5 1.157
16 H 0.669 -1.959 0.257  C17 1.112
17 C -0.092 -1.170 0.442  C6 1.472, C12 1.562, H16 1.112, H19 1.136
18 H 0.701 2.879 -0.390  C7 1.071
19 H -0.200 -0.418 -0.403  C17 1.136